No. 1
The following is a DFT calculation (ωB97M-V with the def2-TZVPD basis set) of a 3-piece molecular cluster, C4H6Cl2FN overall at a distorted geometry.

```
14
Properties=species:S:1:pos:R:3:forces:R:3
C -0.005 -1.447 0.208 0.3 -0.4 1.1
C 0.023 0.015 -0.269 0.9 -3.2 3.5
C -1.061 0.881 0.257 -2.5 0.6 -1.5
C 0.302 0.949 0.830 0.8 2.3 -0.4
H -0.005 -1.595 1.359 -0.5 0.4 -2.1
H 0.976 -1.854 -0.081 -0.5 -0.3 -0.3
H -0.890 -1.929 -0.277 1.0 0.0 0.5
H 1.404 1.218 -1.803 -3.5 -4.2 1.7
H 0.878 -1.069 -2.065 -1.1 5.2 2.0
H -1.594 1.347 -0.685 1.3 0.2 2.6
N 0.464 0.224 -1.526 4.5 -0.7 -6.7
F 0.443 0.452 2.095 0.7 1.2 -0.9
Cl -2.104 0.352 1.545 -1.5 -0.4 -0.3
Cl 1.169 2.456 0.411 0.3 -0.6 0.8
```
Forces are in eV/Å.

For the LUMO energy, the calculation gives 0.002 hartree. The calculation puts the energy above the lowest of the compared OMol25 structures with the same formula, charge and spin at 129.1 kcal per mole. Its spin multiplicity is 1. The calculation puts the HOMO-LUMO gap at 9.07 eV. The HOMO energy comes out at -9.0 eV. The energy is -33491.932 eV.

=====

No. 2
The following is a DFT calculation (ωB97M-V with the def2-TZVPD basis set) of C7H7IrN2O6 as an isolated structure at a distorted geometry.

```
23
Properties=species:S:1:pos:R:3:forces:R:3
O 1.796 4.042 -2.910 -1.3 -1.9 0.5
C 1.179 3.128 -2.649 1.3 1.9 -0.5
Ir -1.458 -0.877 -1.221 -2.2 -1.5 -2.6
O -2.158 0.904 0.930 -0.2 -1.4 -0.9
C -1.999 0.028 0.200 -1.6 4.3 7.0
C -2.988 -0.918 -2.389 -7.5 1.7 -7.3
O -3.838 -0.703 -3.216 5.8 -1.7 5.8
C -3.440 -3.626 -0.393 1.0 5.7 -4.2
O -3.568 -4.470 0.255 -0.9 -5.5 4.2
C -0.165 -1.932 -1.940 2.9 -2.4 -0.6
O 0.776 -2.193 -2.488 1.2 -0.9 -0.8
H -0.784 0.424 -1.699 0.4 1.4 -1.1
C 1.337 1.970 2.404 0.4 -0.1 0.7
N 1.728 0.636 2.003 -1.9 1.8 1.8
C 1.370 0.111 0.761 -1.6 -1.2 -2.5
N 1.759 -1.209 0.801 0.3 3.0 -0.4
O 0.656 0.710 -0.154 3.1 -1.5 3.3
H 0.303 2.116 2.067 0.0 0.2 -0.5
H 2.009 2.687 1.918 -0.1 0.3 -0.4
H 1.368 2.183 3.488 0.3 -0.7 -0.4
H 1.784 -0.074 2.762 0.5 0.6 -0.2
H 1.904 -1.624 -0.115 0.2 -0.7 0.3
H 2.429 -1.313 1.586 -0.2 -1.3 -1.1
```
Forces are in eV/Å.

For the LUMO energy (spin up / spin down), the calculation gives -0.410 / -0.678 hartree. The calculation puts the energy above the lowest of the compared OMol25 structures with the same formula, charge and spin at 101.0 kcal per mole. As for the total charge: +3. Its spin multiplicity is 6. The calculation puts the HOMO-LUMO gap (spin up / spin down) at 8.07 / 3.09 eV. The HOMO energy (spin up / spin down) comes out at -19.2 / -21.5 eV. The energy is -25432.327 eV.

=====

No. 3
The following is a DFT calculation (ωB97M-V with the def2-TZVPD basis set) of C27H28BeN4O2S3 as an isolated structure at a distorted geometry.

```
65
Properties=species:S:1:pos:R:3:forces:R:3
Be -0.013 1.082 -0.420 2.4 1.3 -0.7
C 2.282 -0.895 -3.114 1.8 1.2 -0.1
C 1.679 -0.400 -1.835 -0.7 3.2 -1.5
N 1.173 0.841 -1.723 -0.5 -3.9 0.1
N 1.220 1.599 -2.804 0.2 3.3 -1.1
C 0.739 2.842 -2.577 0.6 -3.9 0.8
S -0.102 3.105 -1.090 -0.5 1.1 0.2
S 1.054 3.943 -3.865 0.0 1.3 0.2
C 1.745 5.316 -2.780 -1.3 -0.3 -0.6
C 3.078 4.922 -2.238 0.9 1.1 1.5
C 4.203 4.801 -3.060 -0.6 -0.3 0.8
C 5.455 4.470 -2.545 -0.1 -0.1 -0.4
C 5.610 4.371 -1.177 0.0 -0.1 1.9
C 4.543 4.596 -0.273 -0.4 -0.1 -1.4
C 3.270 4.886 -0.841 0.9 -0.7 0.8
C 1.739 -1.182 -0.685 0.3 -1.5 3.5
C 2.338 -2.475 -0.721 -0.6 1.8 0.3
C 2.850 -3.057 0.406 0.4 -1.4 0.0
C 2.654 -2.466 1.658 -0.6 1.1 0.3
C 2.000 -1.216 1.791 0.5 -2.0 -0.7
C 1.472 -0.612 0.631 -0.3 2.0 -0.4
O 0.838 0.589 0.744 0.5 -2.2 1.0
H 2.557 -0.099 -3.834 -0.4 -0.2 0.7
H 3.191 -1.490 -2.962 -0.1 0.3 0.3
H 1.637 -1.544 -3.616 -1.4 -1.1 -0.9
H 1.759 6.192 -3.444 0.3 -0.3 0.1
H 0.968 5.519 -2.009 0.8 -0.2 -0.4
H 3.975 4.972 -4.082 0.4 -0.2 -1.1
H 6.314 4.230 -3.181 -0.4 0.4 0.1
H 6.581 4.114 -0.725 -0.4 0.1 -0.5
H 4.681 4.465 0.825 -0.2 0.3 -1.1
H 2.447 5.013 -0.134 0.0 0.0 -0.5
H 2.361 -2.890 -1.698 0.6 -0.7 -0.4
H 3.435 -3.998 0.294 -0.7 0.7 0.3
H 2.940 -2.987 2.575 0.3 0.2 -0.4
H 1.924 -0.819 2.798 -0.3 0.4 -0.4
C -1.915 -5.034 -2.013 0.6 1.1 0.0
C -3.045 -4.473 -1.110 -0.2 -0.5 -0.6
C -2.615 -3.700 0.127 0.1 0.0 -0.3
N -2.099 -2.413 -0.414 -0.5 1.7 1.1
C -2.216 -1.139 0.049 1.4 -1.3 -0.8
S -1.714 0.173 -0.944 -1.6 -1.0 -0.5
N -2.603 -0.831 1.346 -1.6 -0.2 0.8
C -3.889 -1.105 1.923 0.1 -2.8 -0.8
O -4.684 -1.888 1.386 1.3 1.9 0.5
C -4.097 -0.608 3.301 0.7 1.2 1.1
C -3.037 -0.162 4.144 -1.0 -0.6 -1.1
C -3.340 0.350 5.396 1.3 -0.8 0.5
C -4.637 0.393 5.883 -0.4 1.3 0.1
C -5.678 0.032 5.040 -0.5 -1.2 0.2
C -5.393 -0.531 3.809 -0.9 -0.2 -1.8
H -2.357 -5.753 -2.705 0.2 0.4 -0.3
H -1.162 -5.587 -1.448 -0.1 0.0 0.2
H -1.314 -4.213 -2.560 -1.1 -1.3 0.5
H -3.688 -5.309 -0.800 0.2 0.2 0.0
H -3.670 -3.799 -1.722 0.0 -0.3 0.3
H -1.837 -4.270 0.666 -0.1 0.5 -0.1
H -3.481 -3.548 0.786 0.5 0.3 -0.3
H -1.663 -2.494 -1.344 -0.4 0.4 0.7
H -2.183 0.020 1.717 0.0 -0.1 -0.5
H -2.011 -0.327 3.808 -0.2 0.3 0.3
H -2.476 0.528 6.050 -0.6 0.3 -0.2
H -4.847 0.863 6.862 0.2 -0.6 -0.6
H -6.727 -0.029 5.353 0.5 0.5 0.1
H -6.216 -0.881 3.124 0.9 0.4 0.9
```
Forces are in eV/Å.

For the LUMO energy, the calculation gives -0.028 hartree. Its spin multiplicity is 1. The calculation puts the HOMO-LUMO gap at 6.18 eV. The HOMO energy comes out at -6.9 eV. The energy is -71417.908 eV.

=====

No. 4
The following is a DFT calculation (ωB97M-V with the def2-TZVPD basis set) of C2H6Se as an isolated structure at a distorted geometry.

```
9
Properties=species:S:1:pos:R:3:forces:R:3
C 0.558 -0.886 0.044 0.9 3.6 1.3
C -0.240 0.452 0.007 0.5 1.9 -3.8
Se -2.108 -0.077 -0.038 -0.9 0.2 0.1
H 0.131 -1.310 0.915 0.1 -1.2 0.7
H 0.278 -1.330 -0.818 -0.7 -2.3 -2.6
H 1.656 -0.804 0.072 -0.5 0.2 0.2
H -0.078 1.364 -0.995 -0.2 -3.3 2.9
H -0.130 1.048 0.853 0.4 0.9 1.5
H -2.588 0.577 1.211 0.4 -0.2 -0.4
```
Forces are in eV/Å.

For the LUMO energy, the calculation gives 0.034 hartree. The calculation puts the energy above the lowest of the compared OMol25 structures with the same formula, charge and spin at 19.0 kcal per mole. Its spin multiplicity is 1. The calculation puts the HOMO-LUMO gap at 9.59 eV. The HOMO energy comes out at -8.7 eV. The energy is -67515.863 eV.

=====

No. 5
The following is a DFT calculation (ωB97M-V with the def2-TZVPD basis set) of C9H5Cl36InO2P as an isolated structure at a distorted geometry.

```
54
Properties=species:S:1:pos:R:3:forces:R:3
O -3.630 3.101 2.845 -0.3 0.5 0.4
P -4.325 3.897 1.512 -0.6 -0.1 2.0
O -3.546 5.354 1.552 0.1 -0.3 0.0
In -6.769 4.271 2.231 -0.6 0.4 0.3
H -3.514 2.184 2.591 0.2 -0.1 0.0
H -3.929 5.921 2.227 -0.1 0.2 0.0
H -7.180 5.951 1.813 0.2 -0.1 0.0
H -7.853 3.190 1.351 0.2 0.0 0.0
H -6.816 4.041 3.993 0.1 0.0 -0.2
C 0.362 3.134 1.191 0.1 0.8 0.0
Cl 0.710 1.394 1.147 0.1 0.0 0.0
Cl 1.613 4.005 0.268 0.1 -0.1 0.0
Cl -1.249 3.414 0.497 4.1 1.0 1.9
Cl 0.355 3.680 2.868 0.2 0.0 0.1
C 3.070 -1.683 2.997 -0.1 0.1 0.0
Cl 4.337 -0.729 2.225 0.0 0.0 0.0
Cl 2.507 -0.857 4.449 0.0 0.0 0.0
Cl 1.720 -1.878 1.876 -0.2 0.1 0.2
Cl 3.707 -3.273 3.431 0.1 0.0 0.1
C 1.627 -7.074 2.862 0.0 0.0 0.0
Cl 0.903 -8.043 1.578 0.0 0.0 0.0
Cl 3.390 -7.158 2.743 0.0 0.0 0.0
Cl 1.115 -5.398 2.694 -0.1 0.0 0.0
Cl 1.113 -7.696 4.433 0.0 0.0 0.0
C -2.457 -9.207 -0.953 0.0 0.0 0.0
Cl -2.961 -8.714 -2.571 0.0 0.0 0.0
Cl -2.226 -7.782 0.055 -0.1 0.0 0.0
Cl -3.696 -10.243 -0.240 0.0 0.0 0.0
Cl -0.934 -10.101 -1.058 0.0 0.0 0.0
C 3.630 -3.321 -1.524 -0.1 0.1 0.1
Cl 2.773 -4.121 -2.844 0.0 0.0 0.0
Cl 5.371 -3.385 -1.823 0.0 0.0 0.0
Cl 3.117 -1.641 -1.401 0.0 0.1 -0.1
Cl 3.249 -4.116 0.004 0.2 -0.4 -0.1
C 2.330 0.970 -4.071 -0.1 0.0 0.2
Cl 0.794 0.107 -4.007 0.3 -0.2 -0.2
Cl 2.671 1.658 -2.477 0.0 0.0 0.0
Cl 3.638 -0.141 -4.504 0.0 0.0 -0.2
Cl 2.236 2.265 -5.263 -0.1 0.0 0.1
C -2.686 2.379 -1.956 1.0 -1.3 -0.6
Cl -2.896 3.954 -2.723 0.0 0.0 0.2
Cl -3.692 1.177 -2.790 0.0 0.0 -0.1
Cl -0.973 1.894 -2.101 0.0 -0.1 -0.5
Cl -3.208 2.502 -0.202 -4.5 -0.4 -3.3
C 4.430 2.806 -9.168 0.0 0.0 0.0
Cl 4.345 1.801 -10.620 0.0 0.0 0.0
Cl 5.965 3.682 -9.150 0.0 0.0 0.0
Cl 3.095 3.962 -9.177 0.0 0.0 0.0
Cl 4.312 1.791 -7.735 0.1 0.0 -0.1
C -0.798 4.414 6.577 -0.1 0.0 -0.1
Cl 0.538 5.416 5.987 0.0 0.0 0.0
Cl -1.577 5.234 7.940 0.0 0.0 0.0
Cl -1.957 4.150 5.291 -0.1 0.0 0.0
Cl -0.152 2.859 7.128 0.0 0.0 0.0
```
Forces are in eV/Å.

For the LUMO energy, the calculation gives 0.045 hartree. The calculation puts the energy above the lowest of the compared OMol25 structures with the same formula, charge and spin at 21.2 kcal per mole. As for the total charge: -1. Its spin multiplicity is 1. The calculation puts the HOMO-LUMO gap at 4.97 eV. The HOMO energy comes out at -3.7 eV. The energy is -478773.919 eV.

=====

No. 6
The following is a DFT calculation (ωB97M-V with the def2-TZVPD basis set) of one molecule with the formula C5H6O at a distorted geometry.

```
12
Properties=species:S:1:pos:R:3:forces:R:3
C 1.901 0.423 -0.031 2.1 -0.7 -0.2
C 1.594 -0.751 0.084 -0.7 1.1 -0.1
C 0.227 -1.264 0.282 -0.6 0.0 0.1
C -0.350 0.140 0.436 -3.5 -0.8 0.7
C -1.181 0.775 -0.597 1.1 0.5 -0.7
O -2.094 0.362 0.319 1.1 -1.1 0.6
H 2.444 1.313 -0.173 0.2 0.6 -0.1
H 0.112 -1.889 1.165 0.0 0.0 -0.1
H -0.157 -1.768 -0.605 0.0 -0.1 0.1
H -0.251 0.573 1.424 0.5 0.3 -0.4
H -1.166 0.235 -1.556 -0.1 0.1 0.0
H -1.079 1.852 -0.749 0.0 0.1 0.0
```
Forces are in eV/Å.

For the LUMO energy, the calculation gives 0.020 hartree. The calculation puts the energy above the lowest of the compared OMol25 structures with the same formula, charge and spin at 115.0 kcal per mole. Its spin multiplicity is 1. The calculation puts the HOMO-LUMO gap at 10.04 eV. The HOMO energy comes out at -9.5 eV. The energy is -7324.298 eV.

=====

No. 7
The following is a DFT calculation (ωB97M-V with the def2-TZVPD basis set) of one molecule with the formula C5H7N3 at a distorted geometry.

```
15
Properties=species:S:1:pos:R:3:forces:R:3
C -1.134 -1.183 -1.541 -2.5 4.4 2.1
N -0.054 -1.525 -1.087 3.0 -0.1 2.1
N 0.770 -0.398 -0.033 0.1 -1.7 -1.9
C 1.038 -1.036 1.237 -0.4 -0.4 0.0
C 0.200 0.835 -0.004 -2.0 0.9 -1.6
C 0.746 1.993 -0.404 -0.1 -0.7 0.4
C -1.308 0.843 0.272 1.0 1.1 2.6
N -2.148 0.982 1.068 0.1 -0.3 -1.1
H -1.868 -1.757 -2.081 0.4 -0.4 -0.4
H -1.579 -0.094 -1.027 0.5 -2.7 -2.2
H 1.298 -2.076 1.044 -0.1 0.0 0.1
H 1.901 -0.554 1.701 -0.1 0.1 -0.1
H 0.183 -0.977 1.924 0.1 -0.1 0.0
H 0.152 2.890 -0.473 -0.1 0.1 0.2
H 1.804 2.056 -0.597 0.1 -0.1 -0.1
```
Forces are in eV/Å.

For the LUMO energy, the calculation gives -0.005 hartree. The calculation puts the energy above the lowest of the compared OMol25 structures with the same formula, charge and spin at 134.4 kcal per mole. Its spin multiplicity is 1. The calculation puts the HOMO-LUMO gap at 9.24 eV. The HOMO energy comes out at -9.4 eV. The energy is -9763.559 eV.

=====

No. 8
The following is a DFT calculation (ωB97M-V with the def2-TZVPD basis set) of one molecule with the formula C5H10O.

```
16
Properties=species:S:1:pos:R:3:forces:R:3
C -0.531 -0.742 -1.991 0.0 0.1 0.1
C -0.919 0.104 -1.042 -0.1 -0.1 -0.2
C -0.041 1.139 -0.386 0.0 0.1 0.0
C 1.034 0.534 0.526 0.1 0.1 0.0
C 0.500 -0.541 1.476 0.2 -0.1 0.0
O -0.807 -0.230 1.955 0.0 -0.1 0.0
H -1.208 -1.475 -2.422 0.1 0.1 0.1
H 0.482 -0.726 -2.381 0.0 0.0 0.0
H -1.949 0.055 -0.692 0.1 0.0 0.0
H -0.663 1.812 0.210 0.1 -0.1 -0.1
H 0.450 1.755 -1.151 -0.1 -0.1 0.1
H 1.501 1.348 1.093 -0.1 -0.1 0.0
H 1.829 0.078 -0.079 -0.1 0.1 0.1
H 0.497 -1.511 0.965 -0.1 0.1 0.0
H 1.167 -0.634 2.341 0.0 0.0 -0.1
H -1.397 -0.922 1.645 0.0 0.1 0.1
```
Forces are in eV/Å.

For the LUMO energy, the calculation gives 0.036 hartree. The calculation puts the energy above the lowest of the compared OMol25 structures with the same formula, charge and spin at 26.4 kcal per mole. Its spin multiplicity is 1. The calculation puts the HOMO-LUMO gap at 10.61 eV. The HOMO energy comes out at -9.6 eV. The energy is -7393.622 eV.